Molecular formula: C66H62AsN5P3S4SbY
Method: DFT, ωB97M-V with the def2-TZVPD basis set

XYZ file:
```
143
Properties=species:S:1:pos:R:3:forces:R:3
Sb -1.370618 -5.553137 1.011365 0.104 -0.662 -0.095
Y 0.048729 -0.464880 0.573399 0.535 -0.416 0.492
As 5.379389 0.529074 -4.912784 0.031 0.041 -0.068
S -0.430105 -3.016798 0.252183 -0.194 0.003 -0.287
S -2.116771 -6.302214 -1.028385 0.041 0.160 0.168
S 0.621390 -6.717612 1.389361 -0.125 0.089 0.046
S -1.971471 -1.917053 1.186497 0.186 -0.078 -0.084
P -1.432576 -0.686844 -1.972661 -0.199 0.354 -0.083
P 2.629423 -0.892149 -1.454718 0.140 -0.838 0.321
P -2.594195 2.345557 1.936358 -0.037 0.105 -0.044
N -0.493773 1.536421 -0.454606 -0.229 0.529 -0.352
N 2.841315 -5.522439 3.419469 0.004 0.240 0.088
N 1.426017 -1.703502 2.518538 -0.337 0.160 0.232
N 1.978205 1.394308 1.565005 -0.215 -0.029 -0.344
N 2.192756 0.852411 3.809907 0.064 0.056 -0.057
C 4.237799 -1.157179 -0.579636 0.110 0.175 -0.181
C -3.332489 0.071085 3.276597 -0.022 0.025 0.092
C 6.881012 1.621809 -2.740074 -0.050 0.074 0.038
C 4.948396 2.957886 -3.233665 0.062 0.005 0.066
C 3.282943 0.028323 -2.916718 -0.283 -0.046 0.077
C -2.361593 -4.143304 -3.947585 0.053 0.007 0.007
C 6.009888 -0.092668 0.694154 -0.020 -0.047 -0.026
C 7.200254 2.466483 -1.684191 -0.035 0.021 0.003
C -4.178037 -0.886492 -1.559873 0.000 -0.072 0.041
C 2.416705 -4.245615 3.183134 0.187 -0.154 -0.013
C 1.665570 -4.881985 -1.665642 -0.007 0.046 -0.038
C -1.891235 -2.492424 -5.633408 0.029 -0.026 0.071
C -0.874576 2.975463 1.562940 -0.109 0.045 -0.013
C -0.937613 -0.396200 4.590389 -0.148 0.138 0.100
C -4.736677 1.819822 -1.683955 0.040 -0.042 0.005
C 6.696413 -1.298384 0.768812 -0.037 -0.002 -0.024
C -5.765596 0.919885 -1.455427 0.055 -0.027 -0.009
C 1.961378 2.633811 -7.443398 0.035 -0.005 0.029
C 4.798657 -0.026346 0.020103 0.019 0.019 0.041
C -1.608566 -1.563428 -4.642576 -0.027 -0.098 0.015
C -2.068668 -3.215925 -2.953908 0.040 -0.016 0.019
C -0.499813 0.651219 -2.819776 -0.083 0.032 0.152
C -0.540649 2.784989 0.122261 -0.196 -0.025 -0.130
C -1.706807 -1.913824 -3.293322 0.041 -0.071 -0.040
C 3.927834 1.420339 -5.864913 -0.031 -0.005 -0.100
C -3.168481 3.671802 3.093893 0.098 -0.056 0.042
C 1.665058 -2.687216 -3.376243 0.054 -0.022 -0.048
C 3.753818 3.514191 1.861460 -0.009 0.079 -0.094
C 4.955086 -2.351835 -0.528896 0.010 0.022 -0.013
C 5.751683 1.854924 -3.522343 0.066 0.090 0.005
C 1.141752 -4.999941 -2.947597 -0.033 0.050 -0.020
C 1.099982 -3.874801 3.484957 -0.016 -0.077 0.043
C -0.321790 1.753089 -1.816452 0.145 0.100 0.176
C -5.478352 -0.438952 -1.389032 0.015 0.030 -0.007
C -4.361938 5.775767 3.281190 0.035 -0.051 0.001
C -3.136009 0.009674 -1.808165 0.044 -0.012 0.000
C -0.376030 3.765580 -0.827492 0.069 0.046 -0.133
C 6.397233 3.564025 -1.405809 -0.013 -0.029 -0.044
C 1.739749 1.378154 -6.896557 0.034 0.002 0.029
C 4.147511 2.673927 -6.436057 -0.085 -0.041 -0.016
C 2.712128 -2.030017 2.330590 0.041 0.078 -0.055
C 3.129221 3.293238 0.633859 0.096 0.023 0.117
C 3.250140 -3.255417 2.642136 0.011 -0.052 -0.040
C 0.655869 -2.630803 3.134617 0.057 -0.038 -0.212
C 2.561132 1.631136 2.746399 0.055 0.056 -0.008
C -2.882021 3.741288 4.456876 -0.024 0.000 0.030
C -2.264130 0.947489 3.075963 -0.181 0.050 0.079
C -1.063973 0.696167 3.738954 0.047 -0.042 -0.022
C 6.171455 -2.420931 0.142064 -0.024 0.061 0.011
C -2.278002 -3.782940 -5.285037 -0.001 0.003 0.047
C 4.315976 -0.678492 -3.776356 0.048 -0.040 0.113
C 2.264386 2.229411 0.543282 -0.006 -0.128 -0.034
C 2.718448 0.774816 -6.114207 -0.011 0.091 -0.055
C -3.210953 -1.014019 4.130391 0.047 0.024 0.013
C -3.326565 4.813863 5.221451 0.000 -0.031 -0.049
C 1.155492 -3.907985 -3.803692 -0.015 0.000 0.016
C -4.065313 5.834994 4.635982 0.031 -0.053 -0.013
C -2.010391 -1.250191 4.790256 -0.087 0.137 0.061
C -3.429617 1.371645 -1.852301 -0.016 0.010 -0.060
C -3.921198 4.699072 2.521193 0.011 0.002 -0.008
C 3.475885 2.687007 2.919928 0.021 -0.079 0.097
C 5.271567 3.808662 -2.182996 0.066 -0.058 -0.067
C 3.169613 3.280587 -7.212706 -0.006 -0.040 0.020
C -0.224593 3.101549 -2.075358 0.092 0.125 0.122
C 2.194675 -2.550183 -2.095077 0.000 0.019 -0.011
C 2.189441 -3.666592 -1.250374 -0.105 0.043 0.043
H 3.686261 -5.776947 2.931576 0.012 0.009 -0.021
H -0.883570 4.040431 1.791284 0.069 0.061 -0.021
H 7.637200 -1.360657 1.303234 -0.025 0.002 -0.024
H -4.944834 6.562667 2.817272 0.014 -0.022 0.002
H 7.512731 0.765220 -2.949089 0.019 0.002 -0.007
H -4.164575 4.646922 1.464367 -0.003 0.000 0.040
H -2.620539 -5.150914 -3.642519 -0.011 0.039 -0.017
H -2.648440 2.105128 -2.006588 0.000 -0.028 -0.009
H -3.094823 4.851042 6.279558 -0.011 -0.007 -0.022
H 6.710250 -3.361331 0.169731 -0.027 0.030 0.009
H 1.607998 -5.712108 -0.966070 -0.014 0.074 -0.027
H 4.444398 4.340782 1.986268 -0.002 -0.037 0.007
H -1.813730 -2.207454 -6.676304 0.000 -0.005 0.003
H -6.782446 1.271043 -1.323853 0.023 -0.006 0.007
H 3.930834 2.837543 3.891183 -0.011 0.008 -0.022
H -2.316562 2.947349 4.932511 0.001 0.004 -0.043
H 2.092252 -6.192038 3.229164 -0.070 -0.098 -0.076
H -0.383050 4.832330 -0.645139 0.000 -0.068 -0.009
H 2.835162 0.813870 4.581953 0.021 0.024 0.033
H -4.257605 0.232726 2.733292 0.021 -0.019 0.007
H 3.707377 0.930445 -2.478088 -0.035 0.077 0.066
H 8.076034 2.265430 -1.079481 -0.006 -0.001 -0.005
H 2.431933 0.358683 -3.513368 0.037 0.064 0.000
H 4.570412 -3.238555 -1.012574 -0.003 0.007 -0.016
H -4.414212 6.667994 5.234463 0.012 -0.018 -0.009
H -2.503259 -4.507961 -6.058730 0.009 0.008 0.013
H -2.091745 -3.544132 -1.917751 -0.018 0.034 -0.070
H 5.058666 -1.203647 -3.171448 -0.031 0.019 0.077
H 3.338318 -1.262254 1.886695 -0.010 -0.021 -0.019
H 0.416240 -4.597843 3.908496 0.016 0.004 -0.005
H -6.267100 -1.157145 -1.197883 0.023 0.022 -0.007
H 5.089026 3.184958 -6.268181 0.010 0.008 -0.004
H 1.198141 3.105495 -8.049984 0.016 -0.009 0.019
H 2.529548 -3.581069 -0.224700 -0.003 0.022 0.028
H -3.973831 -1.948544 -1.482600 0.009 0.032 -0.018
H -1.009496 1.042657 -3.699933 -0.017 0.074 -0.042
H 2.527595 -0.208089 -5.699043 -0.008 0.009 -0.040
H 0.674237 -5.930633 -3.244878 0.032 0.029 -0.018
H -0.109338 3.552043 -3.051549 -0.037 -0.021 0.024
H -4.940853 2.884157 -1.724148 0.012 -0.036 0.005
H 1.770482 2.012857 -0.398728 0.084 0.021 0.040
H 3.309644 3.921210 -0.227079 -0.050 -0.048 0.081
H 1.617760 -1.833155 -4.046763 -0.018 -0.035 0.022
H -0.384712 -2.365160 3.280586 0.194 -0.084 -0.120
H -1.904355 -2.112540 5.436620 -0.012 -0.006 -0.007
H -0.211130 1.349431 3.610888 -0.060 -0.010 0.126
H 0.721709 -3.986831 -4.793747 -0.011 0.019 0.028
H 3.352182 4.258245 -7.641676 -0.001 -0.009 0.006
H 0.442820 0.206830 -3.150418 -0.017 -0.062 -0.041
H 1.755627 -0.031188 3.565798 0.025 -0.070 -0.069
H -4.041973 -1.696067 4.257019 0.016 0.003 -0.011
H 4.056260 3.147282 -3.817694 -0.005 0.010 0.001
H 3.868932 -1.432113 -4.422834 -0.013 -0.047 0.003
H 4.636677 4.660118 -1.966987 0.029 -0.007 -0.041
H 4.286527 -3.465970 2.403480 -0.035 0.019 0.027
H 6.646412 4.226733 -0.585608 -0.004 -0.016 -0.009
H -1.311905 -0.563797 -4.931171 -0.035 0.018 -0.014
H 4.285919 0.927407 -0.039368 0.010 -0.028 0.026
H 6.413812 0.800001 1.157578 -0.015 -0.016 -0.016
H -0.131381 2.515801 2.215961 -0.030 0.114 -0.008
H 0.006296 -0.580472 5.090223 -0.034 0.007 0.005
H 0.803112 0.864058 -7.075073 0.012 0.002 0.008
```
Positions in Å, forces in eV/Å.

Output
**Charge**: -1
**Strongest force on any atom**: 0.91 eV/A
**Energy**: -7957.48109 Ha
**E_LUMO**: 0.0662 hartree
**Gap between HOMO and LUMO**: 0.20220 Ha